(1)
Formula: C36H77ClN13O27P2
Source: the Open Molecules 2025 dataset
Level of theory: ωB97M-V/def2-TZVPD

Spin multiplicity: 1
Net charge: -1
HOMO level, eV: -4.346

Each line ends with the Löwdin charge.
Atoms and positions in Å:
H 2.40 1.54 6.83  0.071
P 1.31 6.11 0.25  0.515
H -1.01 3.91 -1.22  0.068
H 1.83 4.30 3.49  0.106
H 1.53 0.12 6.26  0.083
O -4.70 -2.83 0.28  0.093
N 1.00 -9.41 -6.21  -0.448
H -2.61 9.43 0.61  0.090
N -3.56 7.83 1.59  -0.442
H -0.30 2.17 -2.56  0.057
H 1.62 -6.43 -5.67  0.069
N 0.23 1.40 9.56  -0.450
C -0.38 -4.23 -3.89  -0.159
H 1.81 -10.21 -4.44  0.094
H 1.71 -0.62 -0.51  0.083
H 7.81 -4.64 -7.04  0.092
H 0.68 1.71 6.56  0.058
H 1.62 8.17 -0.11  0.061
C -2.90 -0.75 -4.36  -0.114
O -4.62 8.42 1.44  0.025
O 5.73 9.73 -2.88  0.061
H -6.56 -8.26 2.91  0.093
C 7.16 -4.71 -7.90  0.044
C 0.24 1.58 -1.80  -0.055
H 3.50 -5.23 -5.99  0.071
H -7.71 7.80 -0.28  0.101
C -4.37 -5.92 -0.65  0.046
O 1.98 5.08 -0.79  -0.117
C 2.89 -4.70 -5.25  -0.189
O 2.19 7.50 0.29  -0.176
N 1.27 2.24 0.29  -0.044
H -6.38 8.84 -0.86  0.091
H -0.81 2.73 4.48  0.069
C 2.87 -3.85 -2.84  -0.229
O -3.43 6.77 2.14  0.086
C 0.26 2.35 -0.45  -0.519
C 1.59 1.21 6.18  -0.007
O 4.91 -4.49 -8.32  0.072
O 5.58 -4.20 -6.29  0.064
C -0.95 3.28 -0.32  -0.078
Cl -0.74 0.67 1.56  0.417
H -4.82 -0.66 -3.22  0.084
N 5.76 -4.44 -7.47  -0.437
H -4.52 -5.66 0.39  0.065
O -5.44 -6.11 4.97  0.059
O 2.75 2.54 4.63  0.045
O -6.59 7.91 -3.06  0.057
H -4.30 -3.30 -2.82  0.096
N -5.14 -3.25 1.32  -0.426
H -5.41 -2.93 3.37  0.094
H 0.03 -10.23 -4.55  0.101
N 5.32 10.09 -1.79  -0.456
C 4.23 9.28 -1.19  0.024
H 0.00 -0.55 10.27  0.101
O 5.72 11.05 -1.17  0.063
O -4.78 -8.11 4.51  0.069
H -1.88 7.81 0.33  0.073
N -3.06 -6.62 -0.77  -0.437
C -3.97 -1.25 -3.56  -0.089
H 1.85 -2.77 -0.77  0.097
H 2.07 -4.53 -2.50  0.094
H -2.40 -4.89 -3.38  0.092
H 2.76 -0.34 2.32  0.076
O 0.47 7.02 4.64  0.054
H -1.08 -1.76 -5.20  0.114
O -5.71 -4.33 1.44  0.013
H 1.00 -11.38 -5.52  0.097
H 4.39 -1.36 -0.45  0.086
H -2.03 1.58 3.94  0.062
C 1.97 -0.14 1.58  -0.275
O -7.26 6.07 -2.15  0.063
N -6.87 7.22 -2.10  -0.456
O 2.93 2.07 1.99  -0.262
C 1.90 1.68 4.72  -0.481
C 1.53 5.98 6.40  0.059
H -2.16 -4.61 -5.09  0.115
H -6.01 7.23 -0.19  0.084
H 1.98 5.53 -1.65  0.090
C 2.88 -2.89 -0.42  -0.188
C 3.50 -1.57 0.16  -0.189
O -0.36 -0.49 4.55  0.060
H 0.48 -3.91 -5.86  0.102
P 1.25 1.61 1.98  0.533
H 7.18 -5.71 -8.32  0.098
C 2.53 -0.33 0.16  -0.224
C -1.17 1.71 4.60  -0.031
H 3.39 9.30 -1.87  0.098
C 0.30 -4.76 -5.20  -0.189
H 0.05 -3.26 -3.65  0.100
C -6.61 -7.28 3.37  0.045
H 3.11 0.52 -0.20  0.092
H 1.16 -0.85 1.76  0.040
N -5.52 -7.16 4.37  -0.455
C -2.33 8.48 1.06  0.045
H -6.47 -6.50 2.63  0.077
H 2.44 -2.93 -3.26  0.120
H -0.13 -4.96 -3.11  0.093
H -0.38 -5.45 -5.71  0.095
H 3.84 -1.79 1.18  0.094
H 3.68 3.79 2.61  0.114
O -2.22 -6.12 -1.49  0.059
H -2.75 0.27 -4.71  0.086
H -5.14 -6.61 -0.99  0.106
C 3.73 -3.47 -1.60  -0.207
O 1.25 2.03 9.40  0.062
H -4.34 -5.03 -1.26  0.069
H -0.92 3.92 0.57  0.053
H 2.87 -3.66 0.36  0.098
N 0.57 6.97 5.85  -0.444
C 1.18 5.54 1.97  -0.140
H -0.62 0.73 11.35  0.097
H 4.48 -2.75 -1.94  0.096
O -0.06 7.66 6.63  0.065
H 4.61 8.26 -1.06  0.100
O 0.11 -9.48 -7.02  0.063
C -1.92 -4.21 -4.10  -0.128
H -5.47 -1.47 2.34  0.105
C -0.10 0.65 4.26  -0.602
H -7.55 -7.15 3.90  0.099
H 0.13 5.65 2.26  0.104
H 2.51 6.23 6.01  0.104
C 0.19 0.43 10.69  0.043
H 1.51 6.05 7.49  0.092
N -2.53 -2.88 -4.02  -0.133
O 1.92 -8.62 -6.22  0.059
O -2.93 -7.65 -0.14  0.062
O -0.77 1.49 8.88  0.065
C 3.74 -4.51 -3.93  -0.206
C 1.62 -5.58 -4.98  -0.188
O 0.61 3.12 2.53  -0.268
C -3.69 -2.60 -3.38  -0.108
O -0.03 6.51 -0.25  -0.326
H -0.17 0.57 -1.66  0.067
C -2.00 -1.77 -4.63  -0.091
H 7.42 -3.97 -8.65  0.098
H 4.17 -5.47 -3.62  0.112
C -6.73 7.83 -0.75  0.035
H -1.47 1.56 5.64  0.073
H 1.22 5.00 6.07  0.098
H 1.73 6.25 2.60  0.083
H -1.85 2.66 -0.24  0.064
H -3.90 -2.26 2.68  0.112
C 2.92 3.48 1.85  -0.238
H 1.60 -5.99 -3.96  0.098
C 0.96 -10.39 -5.08  0.044
H 4.19 -4.41 -1.27  0.104
H 3.97 9.71 -0.23  0.091
C -4.97 -2.41 2.53  0.067
H 3.36 3.85 0.92  0.102
H 1.14 0.46 11.20  0.091
H 1.27 1.47 -2.16  0.070
N 1.19 1.01 3.72  -0.048
H 4.54 -3.79 -4.17  0.087
H -1.66 8.64 1.90  0.102
H 2.65 -3.71 -5.64  0.105
C 1.62 4.13 2.42  -0.357

(2)
Formula: C36H78N7O9
Source: the Open Molecules 2025 dataset
Level of theory: ωB97M-V/def2-TZVPD

Spin multiplicity: 1
Net charge: +1
HOMO level, eV: -10.506

Each line ends with the Löwdin charge.
Atoms and positions in Å:
N -2.32 7.94 -1.99  0.005
H -1.42 5.62 3.91  0.058
C 1.54 -1.26 0.35  -0.123
H -5.03 8.61 4.62  0.083
O -5.10 -4.50 -9.11  0.012
C 1.48 4.29 3.49  -0.102
C -1.47 7.97 -0.92  -0.559
H -1.89 0.90 1.01  0.079
H 9.05 -1.30 7.28  0.084
C -0.03 2.86 2.33  -0.227
H -4.06 2.51 2.33  0.103
C -4.19 -5.32 -9.11  -0.545
H -2.34 -6.92 -11.22  0.086
C 1.18 -3.06 -1.55  -0.055
H 2.05 -2.13 2.21  0.097
H -2.27 7.26 -3.97  0.081
H 4.81 -3.61 4.07  0.140
H -3.38 8.33 5.17  0.070
C -3.53 -2.14 -5.16  -0.004
H -2.10 -6.94 -9.47  0.071
H 6.73 -5.15 4.50  0.054
H -0.84 -2.68 1.51  0.083
H 0.08 -0.62 3.52  0.124
H -2.03 -1.11 4.17  0.115
H -0.36 -0.04 1.94  0.071
C -2.00 8.14 -3.39  -0.079
C -4.41 7.97 5.24  -0.076
N -3.33 -5.40 -10.16  0.011
C -2.72 -2.33 -6.41  -0.556
H -3.28 7.76 -1.73  0.138
C -0.10 3.00 0.81  -0.153
H 1.63 3.61 4.33  0.089
C 10.32 -4.78 7.09  -0.008
H -2.99 -6.11 -7.51  0.083
H -3.50 0.23 0.98  0.103
H -1.40 -2.83 -0.63  0.141
H -4.73 -6.07 -7.21  0.082
H 0.52 8.23 -0.25  0.081
H 0.44 -3.61 -3.58  0.189
H -2.55 8.99 -3.78  0.084
H -2.71 -2.23 -8.39  0.144
O 4.26 -2.98 1.84  0.003
H 0.12 9.21 -1.66  0.085
H 1.17 -0.26 0.59  0.100
C -0.10 -2.21 2.15  -0.206
C -0.37 -1.93 -2.86  0.064
N 5.14 -4.31 3.42  0.019
H 4.87 -5.97 1.23  0.085
N -3.31 -2.09 -7.59  0.030
O 0.18 4.12 2.95  -0.207
H -4.69 -0.71 -8.37  0.087
H -1.78 6.67 5.29  0.087
H -0.03 -2.86 3.03  0.122
C -0.01 8.24 -1.19  -0.012
C 1.28 -2.26 1.47  -0.187
H -1.67 -1.28 0.17  0.106
H 0.32 2.10 0.36  0.085
H 9.92 -4.52 8.07  0.086
H 5.04 -4.61 0.11  0.073
C -2.75 0.47 2.94  -0.208
H -1.33 4.27 -0.41  0.098
H -2.54 -1.64 2.58  0.109
C 5.33 -4.99 1.08  -0.009
H -3.76 0.29 3.31  0.120
C -3.50 5.79 4.35  -0.533
H -2.08 7.24 3.63  0.089
N -4.49 6.60 4.79  0.008
C 4.86 -4.01 2.13  -0.544
H 1.74 -1.06 -1.73  0.152
C -2.20 -6.29 -10.33  -0.071
H 1.42 -3.27 1.09  0.099
C -2.63 3.56 1.17  -0.195
C -4.69 -1.67 -7.85  -0.056
H 2.24 4.12 2.72  0.087
H -0.43 -0.11 -1.68  0.156
H -5.40 6.15 4.81  0.138
H -1.76 2.59 -0.50  0.093
H -5.23 -1.56 -6.92  0.077
O -2.91 -0.37 -2.02  -0.011
O -3.74 4.64 4.00  0.021
H 6.41 -5.10 1.11  0.088
C -1.47 3.38 0.20  -0.174
H -4.40 -2.80 -5.12  0.094
H 10.47 -1.19 6.22  0.085
O -1.54 -2.69 -6.34  -0.014
C -1.54 -1.76 -0.80  -0.141
C 5.84 -5.47 3.95  -0.054
N 0.40 -2.95 -2.80  0.151
C 9.84 -1.88 6.79  -0.073
H -1.00 -1.69 -3.69  0.145
H 0.80 2.19 2.58  0.114
H -3.50 0.01 -1.36  0.105
H -0.93 2.43 2.75  0.096
O -2.72 -1.71 -1.58  -0.129
H -3.28 4.32 0.73  0.113
C -3.52 2.33 1.39  -0.180
N 9.28 -2.89 5.92  0.008
H 5.18 -6.02 4.63  0.086
H 0.61 3.79 0.57  0.112
H -2.87 -2.41 -4.34  0.047
H -4.05 -7.30 -8.28  0.087
H 10.34 -5.86 7.00  0.083
C -0.53 -0.85 2.65  -0.205
C -2.11 6.37 4.29  0.005
H 11.33 -4.40 7.00  0.087
C 9.44 -4.24 5.99  -0.543
H 10.46 -2.33 7.56  0.071
H -4.30 2.31 0.62  0.104
C -3.97 -6.27 -7.96  -0.006
C -2.87 0.95 1.50  -0.218
C 1.07 -1.60 -1.07  -0.228
O -1.89 7.78 0.21  0.026
C -0.33 -1.18 -1.57  -0.170
H 8.69 -2.59 5.16  0.138
H -3.54 -4.75 -10.90  0.141
O 8.89 -4.97 5.18  0.016
C -2.00 -0.85 3.11  -0.195
H -4.74 8.06 6.27  0.083
H -5.17 -2.42 -8.46  0.058
H -3.86 -1.11 -5.04  0.092
H -2.34 1.24 3.58  0.113
H -1.28 -5.72 -10.45  0.084
H 1.56 5.32 3.81  0.088
H -2.34 3.98 2.13  0.079
H 2.62 -1.17 0.27  0.118
H 6.15 -6.14 3.15  0.076
H 0.41 7.47 -1.84  0.082
H 0.81 -3.84 -0.90  0.130
H 2.21 -3.28 -1.84  0.143
H -0.94 8.33 -3.51  0.070

(3)
Formula: C36H79B2FN5O6
Source: the Open Molecules 2025 dataset
Level of theory: ωB97M-V/def2-TZVPD

Spin multiplicity: 1
Net charge: -1
HOMO level, eV: -5.660

Each line ends with the Löwdin charge.
Atoms and positions in Å:
C -2.21 -8.70 3.03  -0.274
H 4.04 -0.49 -0.68  0.087
H -1.66 -5.32 -0.22  0.100
C -3.28 -9.75 2.80  -0.091
H 3.38 -1.82 -1.62  0.055
H -5.21 5.24 0.79  0.102
C -2.72 -8.31 6.05  -0.087
C 2.33 3.85 -2.77  -0.248
H -4.10 -9.35 2.20  0.080
H 3.71 -1.37 1.17  0.067
C -2.17 -5.69 -1.09  -0.025
H 1.34 5.07 -5.60  0.052
H 0.05 6.25 3.72  0.057
H 0.65 5.85 0.67  0.053
H -3.29 4.03 0.66  0.069
H -3.45 -8.64 6.80  0.066
H 0.06 -1.69 -0.10  0.125
H 3.07 6.82 3.89  0.110
C -3.48 6.95 2.38  -0.079
H -1.95 6.37 -0.81  0.107
B 2.94 -4.49 -1.01  -0.564
H 1.04 -2.99 0.47  0.135
C 6.03 -3.05 -2.01  -0.066
O 2.77 -5.68 -0.38  0.211
B -0.32 -4.51 -2.59  -0.918
H -0.63 -6.38 5.46  0.052
H -3.81 -6.66 5.19  0.113
H 0.97 5.43 -3.46  0.058
C -1.65 -5.42 -2.37  -0.031
C 2.13 0.70 -4.84  -0.080
O -0.36 -3.39 -1.65  0.068
H 5.89 -4.81 -0.80  0.115
H 0.89 7.73 3.24  0.054
H -1.51 -6.21 2.54  0.107
H 6.77 -3.36 -2.75  0.073
C 3.12 -0.92 -1.07  -0.031
H 3.50 -5.81 0.23  0.109
C -6.33 6.96 0.19  -0.094
C 1.84 -4.01 -2.05  -0.095
H 0.15 3.95 -2.95  0.068
C -1.77 -6.38 3.59  -0.243
H -7.28 6.42 0.17  0.071
N 2.60 2.95 -3.88  -0.195
H -2.04 -7.63 6.55  0.052
C 5.25 -4.23 -1.48  -0.246
H 0.23 -5.74 4.07  0.071
H -3.70 -10.13 3.73  0.060
O 2.77 -1.56 1.27  -0.049
O 4.13 -3.78 -0.73  0.007
C -3.32 -6.46 -0.97  -0.186
O 0.91 -1.80 -2.67  0.027
N -2.72 -7.48 3.63  -0.199
C -2.39 -5.97 -3.42  -0.037
C 2.70 5.93 1.42  -0.240
C -0.47 -6.51 4.39  -0.084
H 2.11 1.00 -5.89  0.064
H -2.85 -10.60 2.26  0.072
H -6.27 7.48 1.15  0.062
H -2.16 -9.19 5.74  0.064
H 2.32 5.48 4.72  0.108
C -2.83 5.76 -0.60  -0.248
C 1.92 3.09 1.57  -0.079
H 0.86 3.42 -5.98  0.067
O 0.97 -5.11 -2.25  0.056
H 0.85 5.03 -1.75  0.040
H 2.00 4.27 -7.01  0.068
H 5.37 -2.32 -2.45  0.068
H -6.35 7.71 -0.61  0.078
H 1.24 2.24 1.64  0.074
H 3.15 4.58 -2.72  0.111
N 2.45 5.26 2.68  -0.198
C 0.93 -2.77 -1.66  -0.457
H 2.41 3.26 -1.85  0.099
H -2.05 -5.81 -4.43  0.098
H 2.24 -3.74 -3.04  0.155
F -0.29 -4.12 -3.98  0.055
C -3.45 -7.65 4.87  -0.252
H -1.84 4.92 1.16  0.041
H 1.66 1.40 -2.90  0.102
H -4.35 -8.22 4.66  0.098
H -1.80 3.89 -0.27  0.070
C 1.00 4.60 -2.74  -0.078
H 1.46 -0.15 -4.73  0.069
C 2.88 3.57 -5.16  -0.250
H 1.65 -0.20 0.25  0.118
C 1.01 -2.19 -0.26  -0.027
H -0.01 -1.51 -2.71  0.115
H -2.28 -5.46 3.90  0.112
C 1.52 4.14 2.61  -0.265
H 0.49 4.46 2.41  0.091
H -2.57 7.99 0.72  0.112
H 3.41 2.84 -5.77  0.100
H -4.33 6.30 2.59  0.067
C 1.70 1.81 -3.91  -0.270
H 6.57 -2.57 -1.19  0.075
H 3.14 0.37 -4.60  0.081
H 3.45 6.72 1.59  0.114
H 3.60 4.37 -4.99  0.111
C -5.18 5.99 -0.02  -0.276
N -3.89 6.65 -0.13  -0.201
N -4.03 -6.96 -1.98  0.022
C 2.12 -1.16 0.05  -0.373
C -3.54 7.53 0.96  -0.247
H -1.39 -9.15 3.62  0.099
H 1.86 3.48 0.56  0.048
C 1.70 4.11 -5.97  -0.085
H 0.02 -7.48 4.23  0.064
H -5.35 5.45 -0.95  0.118
H 0.66 2.10 -4.16  0.104
C -2.43 4.59 0.30  -0.079
H 3.20 5.22 0.75  0.100
C -3.55 -6.71 -3.20  -0.177
C 0.91 6.89 3.92  -0.087
C 2.23 6.11 3.83  -0.251
C 1.50 6.53 0.68  -0.083
H -3.71 -6.65 0.03  0.084
H 1.78 6.73 -0.36  0.065
H -3.50 7.76 3.11  0.070
H 4.96 -4.90 -2.29  0.126
H -4.25 8.36 0.97  0.098
H -4.09 -7.10 -4.04  0.084
H 1.18 7.48 1.10  0.055
H 0.79 7.28 4.93  0.068
H 2.93 2.73 1.75  0.084
H -3.14 5.36 -1.57  0.111
H -2.57 6.38 2.55  0.046
H -1.78 -8.44 2.06  0.121
H 1.51 3.66 3.59  0.119
H 2.71 -0.21 -1.78  0.061